Entry 1:
The following is a quantum chemistry calculation of 4 unconnected molecules or ions with the total composition C9H26IN2O3 at a distorted geometry, from OMol25.

```
41
Properties=species:S:1:pos:R:3:forces:R:3
C 6.213774 -7.002343 20.439380 -0.4 -0.6 0.7
C -4.147889 -5.072887 20.291500 1.1 1.2 1.4
H 1.753697 -6.923593 22.786948 0.6 -0.1 0.4
H -3.566515 -6.108612 21.960575 0.9 0.1 -0.5
C -5.046387 -6.251143 19.978766 0.4 0.7 -0.9
H 6.963947 -7.576415 20.999087 0.4 0.2 -0.1
H 6.506497 -5.965476 20.305885 0.1 0.0 0.0
O 5.020544 -7.027581 21.197532 0.3 0.0 -0.7
C 4.405080 -8.311732 21.202113 0.4 1.3 0.7
C -4.145164 -1.433585 19.835515 0.0 0.3 0.9
C 0.225501 -8.761577 25.715148 -0.1 0.0 -0.5
H 1.913463 -9.592380 21.032722 0.0 0.4 -0.1
H 0.392335 -8.184498 26.623420 0.0 0.2 -0.1
H -5.882680 -6.181155 20.674996 -0.3 -0.3 -0.3
H -5.072315 -3.592903 19.015205 -0.1 0.0 0.0
H -0.837620 -9.000466 25.628074 0.0 -0.1 0.3
H 5.152982 -9.043311 21.538922 -0.1 -0.2 -0.1
H -4.467667 -4.945590 22.376325 -0.3 0.7 -0.6
I -1.211554 -7.811932 21.446783 -0.1 -0.3 0.0
H -4.981876 -1.076315 20.458548 -0.3 -0.4 -0.2
O 0.617258 -8.001276 24.589980 0.3 -0.2 0.2
H 6.111758 -7.499494 19.468131 -0.2 0.2 -0.1
H -3.201086 -4.988855 19.744973 -0.1 -0.9 -0.3
H 4.064248 -8.560051 20.190475 -0.1 -0.1 0.0
H -5.515239 -3.433800 20.740572 -0.2 -0.1 -0.1
C 3.273868 -8.246579 22.220550 -2.1 -1.3 -1.1
N -3.717910 -5.129460 21.702426 -0.4 -0.7 0.9
H 1.670969 -9.674012 22.778169 -0.3 0.6 -0.1
H 0.243565 -8.420762 23.793939 -0.2 0.4 0.0
O -3.678360 -2.693412 20.240124 -0.2 0.0 -0.3
H 0.807154 -9.686379 25.799869 -0.1 -0.1 0.0
H 3.689204 -8.350890 23.220862 0.0 0.7 0.1
C -4.693802 -3.659684 20.044443 -0.4 -0.6 0.2
H 2.995808 -10.445757 22.130774 0.3 0.2 -0.4
C 2.411500 -9.515689 21.996550 0.8 -1.4 0.9
N 2.391125 -7.083906 22.010078 0.2 0.2 0.1
H -3.388307 -0.686531 20.079530 0.4 -0.2 -0.6
H -4.502258 -7.182453 20.124620 0.1 0.0 0.2
H 1.684199 -7.330897 21.316610 0.4 0.0 -0.3
H -4.461881 -1.453091 18.790355 0.2 0.3 -0.1
H -5.323586 -6.211688 18.917828 -0.5 -0.1 0.2
```
Positions in Å, forces in eV/Å.

Frontier orbital gap: 7.02 eV
ΔE to the lowest compared entry with this formula, charge and spin: 28.1 kcal/mol
Charge: -1
F_max: 0.05256 Eh/bohr
HOMO energy: -3.98 eV

These are the Löwdin partial charges, in e, on atoms 1 to 8:
1. C -0.1293
2. C -0.4471
3. H 0.0289
4. H -0.0413
5. C -0.0708
6. H 0.0785
7. H 0.0807
8. O -0.2024

Entry 2:
The following is a quantum chemistry calculation of 2 unconnected molecules or ions with the total composition C2H5BrN at a distorted geometry, from OMol25.

```
9
Properties=species:S:1:pos:R:3:forces:R:3
H -1.624854 0.264750 -0.963694 2.3 -1.1 1.0
H 1.512133 -0.238196 -0.811359 0.1 -0.6 -0.2
C 0.005545 0.071643 0.737454 -2.7 4.2 3.4
C -0.706861 -0.301022 -0.490710 -1.6 0.0 -0.2
H -0.609819 -1.353544 -0.595177 -0.7 -0.8 -0.6
Br 0.583004 -1.137736 2.027700 0.4 -0.4 -0.2
N 0.663246 0.246035 -0.566602 -0.1 0.5 0.6
H 0.643266 1.185674 -0.838619 0.5 1.8 -0.6
H -0.465660 1.262397 1.501008 1.8 -3.6 -3.0
```
Positions in Å, forces in eV/Å.

Frontier orbital gap: 11.30 eV
ΔE to the lowest compared entry with this formula, charge and spin: 32.0 kcal/mol
Charge: +1
F_max: 0.11783 Eh/bohr
HOMO energy: -15.25 eV

These are the Löwdin partial charges, in e, on atoms 1 to 8:
1. H 0.1951
2. H 0.1842
3. C -0.7658
4. C -0.0822
5. H 0.1094
6. Br 0.8390
7. N 0.1052
8. H 0.1493

Entry 3:
The following is a quantum chemistry calculation of a single C8H9ClO molecule at a distorted geometry, from OMol25.

```
19
Properties=species:S:1:pos:R:3:forces:R:3
H -2.215246 -1.542667 1.512047 -0.7 -0.1 0.3
C -0.064461 -1.980908 1.457650 -2.9 0.3 1.8
H 1.802095 1.060011 -0.395437 -0.8 0.1 0.6
C 0.177938 2.440715 -0.418373 1.2 1.8 -1.0
H 0.762015 1.072868 1.097535 -0.1 -0.5 -1.4
H 0.607521 3.395684 0.070334 -0.7 -1.8 -0.7
H -0.189910 -2.268105 2.508152 1.1 -0.1 -0.5
C -0.039088 -0.063487 -0.765555 -0.7 4.0 1.4
C -1.334265 -1.296003 0.971665 1.0 -1.4 2.0
Cl 0.617598 -2.402240 -2.142913 -0.3 0.1 -0.1
H 0.194130 2.495689 -1.510697 0.5 0.6 0.0
C -1.292557 -0.290143 0.156448 -0.7 0.9 -4.1
C 0.865195 -1.797627 0.595812 0.5 0.0 -4.2
C 0.724829 -1.277276 -0.838665 1.4 -2.8 3.2
O 1.986430 -1.549509 -0.057052 0.8 0.7 0.0
H -0.295362 0.367927 -1.754876 -0.2 -0.5 0.5
H -2.217508 0.210508 -0.194939 0.6 -0.2 0.5
C 0.734486 1.139089 -0.039952 3.0 -1.8 0.7
H -0.823839 2.285476 -0.251184 -2.8 0.8 0.9
```
Positions in Å, forces in eV/Å.

Frontier orbital gap: 9.69 eV
ΔE to the lowest compared entry with this formula, charge and spin: 42.4 kcal/mol
SMILES string: CC[C@@H]1C=CC=C2O[C@@]21Cl
F_max: 0.08710 Eh/bohr
HOMO energy: -8.85 eV

These are the Löwdin partial charges, in e, on atoms 1 to 8:
1. H 0.0937
2. C -0.0092
3. H 0.1262
4. C -0.1318
5. H 0.1438
6. H 0.1207
7. H 0.1137
8. C -0.2744

Entry 4:
The following is a quantum chemistry calculation of 2 unconnected molecules or ions with the total composition C9H14O at a distorted geometry, from OMol25.

```
24
Properties=species:S:1:pos:R:3:forces:R:3
O 3.699507 0.748102 1.236316 -0.4 0.4 0.3
H -0.464953 -1.078610 -2.808904 0.2 0.1 0.1
C 2.540319 0.330533 0.590602 0.7 -0.6 -0.2
H 0.771491 -2.506584 0.282118 0.1 -0.3 -0.7
H -2.140828 -0.730002 0.236073 0.6 -0.4 0.6
H 2.028647 2.205884 -0.359712 0.6 0.1 -0.2
H -1.598785 -0.705533 -1.602970 -0.3 -0.6 0.1
H 2.826548 -1.644690 1.300700 -0.4 0.1 0.4
C 0.397511 -0.714529 -0.891820 1.1 -1.0 0.0
H 0.226979 1.191946 -1.708375 0.2 0.4 -0.1
C -2.456979 -0.026881 0.995514 -1.6 0.3 -0.4
H -1.101017 1.731467 0.916855 0.5 -0.3 0.1
H -2.759636 2.179140 0.812233 -0.2 -0.4 0.8
H 3.475562 0.991077 2.144889 0.1 -0.1 -0.2
H -3.551771 -0.122547 0.919643 0.1 0.2 0.1
H -2.242924 -0.269229 2.025755 0.6 -0.3 0.1
C 1.903458 1.136063 -0.334138 -1.3 0.0 0.5
C -2.057800 1.366164 0.580176 -0.7 1.4 -0.8
C -0.687339 -1.285754 -1.752367 0.1 1.1 -1.3
C 1.127862 -1.530736 -0.028146 -0.5 0.6 1.4
H -2.116247 1.493405 -0.507103 0.5 -0.5 -0.1
C 0.826968 0.599165 -1.031613 -0.4 -0.2 -0.3
C 2.150950 -0.995018 0.751695 0.6 0.0 -0.9
H -0.797523 -2.362832 -1.767430 -0.3 -0.1 0.8
```
Positions in Å, forces in eV/Å.

Frontier orbital gap: 9.69 eV
ΔE to the lowest compared entry with this formula, charge and spin: 20.2 kcal/mol
SMILES string: Cc1ccc(O)cc1.CC
F_max: 0.03517 Eh/bohr
HOMO energy: -8.81 eV

These are the Löwdin partial charges, in e, on atoms 1 to 8:
1. O 0.0122
2. H 0.0853
3. C -0.3282
4. H 0.1116
5. H 0.0257
6. H 0.1152
7. H 0.0599
8. H 0.1172

Among the records above, which one has the highest F_max? C2H5BrN